Density functional theory data (ωB97M-V with the def2-TZVPD basis set) for a 10-piece molecular cluster, C45H105N5O10 overall at a distorted geometry.

Last column: Mulliken spin population.
Cartesian coordinates (Å):
O  9.90  17.56  -33.35  0.0000
H  10.31  18.42  -33.38  0.0000
H  9.69  17.42  -32.43  0.0000
O  16.39  16.81  -26.48  0.0000
H  15.57  16.32  -26.56  0.0000
H  16.57  17.11  -27.37  0.0000
O  14.08  15.22  -26.21  0.0000
H  13.78  14.97  -27.08  0.0000
H  13.29  15.21  -25.67  0.0000
O  14.62  10.24  -25.83  0.0000
H  15.20  10.46  -25.10  0.0000
H  15.09  9.56  -26.31  0.0000
O  11.91  10.74  -33.11  0.0000
H  11.45  10.23  -33.78  0.0000
H  11.70  11.65  -33.32  0.0000
C  14.03  12.04  -28.16  0.0001
C  13.31  12.85  -29.28  -0.0005
C  11.74  12.57  -29.27  0.0001
C  11.04  13.50  -30.32  0.0001
C  11.31  14.97  -29.86  0.0001
C  12.80  15.26  -29.91  -0.0001
N  13.62  14.27  -29.14  -0.0003
O  14.96  14.72  -28.91  0.0001
C  13.38  15.51  -31.41  0.0000
C  12.85  16.53  -29.00  0.0000
C  13.93  12.26  -30.55  0.0006
H  14.00  10.95  -28.22  0.0000
H  13.67  12.27  -27.15  0.0000
H  15.08  12.32  -28.20  0.0000
H  11.46  11.52  -29.39  0.0000
H  11.43  12.79  -28.25  0.0000
H  9.96  13.35  -30.25  0.0000
H  11.22  13.30  -31.38  0.0000
H  10.83  15.05  -28.89  0.0000
H  10.69  15.38  -30.65  0.0000
H  13.28  16.57  -31.63  0.0000
H  14.45  15.43  -31.60  0.0000
H  13.02  14.83  -32.19  0.0000
H  12.90  16.52  -27.91  0.0000
H  13.73  17.15  -29.20  0.0000
H  11.96  17.16  -29.06  0.0000
H  14.93  12.65  -30.70  -0.0002
H  13.24  12.49  -31.37  -0.0001
H  14.00  11.18  -30.40  -0.0002
H  15.18  14.40  -29.79  0.0000
C  6.29  12.69  -29.82  0.0000
C  5.28  13.40  -28.88  0.0000
C  4.60  12.43  -27.84  0.0000
C  5.70  11.88  -26.94  0.0000
C  6.28  13.08  -26.14  0.0000
C  6.89  14.15  -27.04  0.0000
N  5.96  14.48  -28.12  0.0000
O  6.34  15.45  -28.94  0.0000
C  7.09  15.32  -26.10  0.0000
C  8.31  13.60  -27.52  0.0000
C  4.06  13.90  -29.85  0.0000
H  6.84  13.33  -30.51  0.0000
H  5.75  11.93  -30.37  0.0000
H  7.09  12.20  -29.26  0.0000
H  3.87  12.94  -27.22  0.0000
H  4.16  11.58  -28.36  0.0000
H  6.39  11.31  -27.55  0.0000
H  5.33  11.08  -26.30  0.0000
H  7.07  12.63  -25.55  0.0000
H  5.57  13.42  -25.38  0.0000
H  7.66  16.18  -26.47  0.0000
H  6.19  15.67  -25.59  0.0000
H  7.73  15.03  -25.27  0.0000
H  9.20  13.94  -27.00  0.0000
H  8.33  12.52  -27.47  0.0000
H  8.42  13.94  -28.55  0.0000
H  3.16  14.23  -29.32  0.0000
H  3.67  13.05  -30.41  0.0000
H  4.19  14.71  -30.57  0.0000
H  5.56  16.00  -28.87  0.0000
C  11.02  9.91  -26.85  0.0000
C  10.34  9.87  -25.43  0.0000
C  9.05  8.97  -25.53  0.0000
C  9.20  7.50  -25.34  0.0000
C  10.08  7.11  -24.10  0.0000
C  11.49  7.89  -24.12  0.0000
N  11.28  9.37  -24.39  0.0000
O  12.29  10.24  -24.08  0.0000
C  12.17  7.65  -22.83  0.0000
C  12.54  7.42  -25.22  0.0000
C  10.00  11.38  -25.16  0.0000
H  11.15  8.92  -27.29  0.0000
H  12.08  10.13  -26.75  0.0000
H  10.45  10.50  -27.57  0.0000
H  8.32  9.34  -24.80  0.0000
H  8.49  9.19  -26.44  0.0000
H  9.45  7.12  -26.33  0.0000
H  8.28  6.96  -25.14  0.0000
H  10.29  6.05  -24.00  0.0000
H  9.71  7.29  -23.09  0.0000
H  11.76  8.00  -21.88  0.0000
H  12.35  6.61  -22.53  0.0000
H  13.17  8.07  -22.86  0.0000
H  12.22  7.64  -26.23  0.0000
H  13.58  7.70  -25.04  0.0000
H  12.53  6.33  -25.24  0.0000
H  9.21  11.62  -25.88  0.0000
H  10.75  12.16  -25.30  0.0000
H  9.47  11.64  -24.24  0.0000
H  12.93  10.02  -24.76  0.0000
C  12.06  18.28  -37.55  0.0000
C  12.79  19.32  -36.56  0.0000
C  11.60  19.90  -35.72  0.0000
C  12.08  20.72  -34.46  0.0000
C  13.14  19.87  -33.65  0.0000
C  14.28  19.20  -34.48  0.0000
N  13.85  18.66  -35.77  0.0000
O  14.90  18.00  -36.47  0.0000
C  15.35  20.34  -34.69  0.0000
C  14.78  18.05  -33.64  0.0000
C  13.34  20.45  -37.48  0.0000
H  12.84  17.97  -38.24  0.0000
H  11.23  18.68  -38.14  0.0000
H  11.75  17.43  -36.95  0.0000
H  10.83  20.42  -36.29  0.0000
H  11.11  19.00  -35.35  0.0000
H  11.24  21.11  -33.90  0.0000
H  12.42  21.70  -34.79  0.0000
H  12.51  19.19  -33.08  0.0000
H  13.54  20.64  -33.00  0.0000
H  15.72  20.62  -33.70  0.0000
H  16.14  19.89  -35.29  0.0000
H  14.94  21.18  -35.24  0.0000
H  15.63  17.60  -34.14  0.0000
H  15.16  18.40  -32.68  0.0000
H  13.94  17.36  -33.59  0.0000
H  13.63  21.23  -36.77  0.0000
H  12.48  20.75  -38.08  0.0000
H  14.22  20.28  -38.11  0.0000
H  14.46  17.17  -36.68  0.0000
C  19.94  9.35  -36.18  0.0164
C  19.93  10.24  -34.96  -0.0292
C  20.20  11.80  -35.42  0.0225
C  19.77  12.83  -34.33  -0.0167
C  18.32  12.71  -33.93  0.0177
C  17.95  11.32  -33.38  0.0056
N  18.57  10.25  -34.21  0.7642
O  18.06  8.98  -33.94  0.0505
C  18.48  11.19  -31.94  0.0833
C  16.41  11.21  -33.41  0.0226
C  21.04  9.82  -33.95  0.0558
H  20.83  9.38  -36.80  -0.0001
H  19.12  9.52  -36.87  -0.0028
H  19.74  8.31  -35.92  -0.0003
H  21.27  11.91  -35.63  -0.0007
H  19.45  12.09  -36.15  -0.0051
H  19.91  13.84  -34.70  0.0012
H  20.58  12.67  -33.62  0.0018
H  17.58  13.01  -34.67  -0.0026
H  18.26  13.58  -33.27  -0.0015
H  19.48  11.61  -31.89  -0.0030
H  17.94  11.82  -31.24  0.0063
H  18.58  10.18  -31.54  -0.0029
H  15.97  12.21  -33.39  0.0036
H  16.12  10.56  -34.23  -0.0050
H  15.98  10.82  -32.49  0.0008
H  22.07  9.95  -34.27  0.0037
H  21.06  8.77  -33.66  -0.0019
H  21.02  10.45  -33.06  -0.0028
H  17.31  8.83  -34.52  0.0191

Calculated values
total charge: +1
orbital gap (spin up / spin down): 0.2206 / 0.0793 Eh
multiplicity: 2
highest occupied orbital energy (spin up / spin down): -8.745 / -8.745 eV

---

Density functional theory data (ωB97M-V with the def2-TZVPD basis set) for a 8-piece molecular cluster, C45H106O24S overall at a distorted geometry.

Last column: Löwdin charge in e.
Cartesian coordinates (Å):
O  1.63  -4.56  2.48  -0.2650
S  0.86  -3.51  3.06  0.5686
O  -0.54  -3.45  2.81  -0.2700
O  1.05  -3.60  4.65  -0.2543
C  -0.04  -3.25  5.50  -0.2652
C  0.35  -3.57  6.93  -0.0572
C  1.71  -1.99  2.78  -0.1041
H  -0.95  -3.78  5.21  0.0994
H  -0.27  -2.18  5.45  0.0958
H  1.45  -3.53  6.98  0.0819
H  0.12  -4.59  7.24  0.0744
H  -0.06  -2.95  7.73  0.0710
H  2.03  -1.91  1.75  0.0657
H  2.62  -1.93  3.38  0.0812
H  0.95  -1.26  3.06  0.0537
C  -3.81  4.43  -4.43  -0.1092
O  -2.93  3.69  -3.61  -0.2057
C  -1.58  4.11  -3.69  -0.2022
C  -1.25  5.19  -2.70  -0.2179
O  0.11  5.49  -2.71  -0.1412
C  0.49  6.36  -1.67  -0.2123
C  1.92  6.84  -1.87  -0.1840
O  2.01  8.05  -2.59  -0.1892
C  1.35  8.05  -3.84  -0.0989
H  -4.72  3.84  -4.54  0.0963
H  -3.42  4.55  -5.45  0.0852
H  -4.04  5.41  -4.02  0.0867
H  -1.35  4.37  -4.73  0.1347
H  -0.99  3.20  -3.54  0.1004
H  -1.74  5.09  -1.72  0.1374
H  -1.80  6.07  -3.11  0.1309
H  0.36  5.83  -0.71  0.1254
H  -0.15  7.25  -1.63  0.1348
H  2.45  6.05  -2.41  0.1322
H  2.30  7.08  -0.88  0.1260
H  1.40  9.08  -4.19  0.0907
H  0.29  7.81  -3.75  0.0765
H  1.84  7.36  -4.53  0.0955
C  1.02  1.12  -2.72  -0.1153
O  2.19  1.29  -1.96  -0.1746
C  1.92  1.54  -0.59  -0.1909
C  1.07  0.51  0.15  -0.2129
O  1.08  0.72  1.52  -0.1302
C  0.35  1.86  1.92  -0.1830
C  0.24  1.88  3.41  -0.1941
O  -0.68  0.89  3.87  -0.1963
C  -0.48  0.59  5.23  -0.1181
H  1.20  1.03  -3.80  0.0925
H  0.32  1.95  -2.58  0.0766
H  0.56  0.15  -2.49  0.0587
H  1.56  2.57  -0.49  0.1182
H  2.92  1.50  -0.13  0.1367
H  1.32  -0.50  -0.19  0.1205
H  0.05  0.63  -0.27  0.1258
H  -0.67  1.78  1.52  0.1392
H  0.81  2.78  1.56  0.1233
H  -0.18  2.84  3.76  0.1334
H  1.23  1.74  3.86  0.1339
H  -1.27  -0.12  5.49  0.0674
H  -0.60  1.52  5.80  0.0935
H  0.48  0.12  5.46  0.0914
C  11.63  1.82  -6.89  -0.1227
O  10.36  2.29  -6.53  -0.1733
C  10.23  2.50  -5.15  -0.2251
C  8.78  2.80  -4.83  -0.2193
O  8.03  1.63  -4.92  -0.1227
C  6.73  1.73  -4.36  -0.1830
C  5.76  0.78  -5.07  -0.2153
O  5.70  -0.50  -4.53  -0.1643
C  4.78  -0.58  -3.45  -0.0928
H  11.83  0.84  -6.42  0.0900
H  12.42  2.52  -6.61  0.0876
H  11.65  1.60  -7.95  0.0866
H  10.84  3.34  -4.79  0.1274
H  10.54  1.60  -4.59  0.1308
H  8.44  3.53  -5.58  0.1346
H  8.72  3.28  -3.85  0.1273
H  6.39  2.77  -4.40  0.1228
H  6.74  1.42  -3.30  0.1256
H  6.02  0.70  -6.12  0.1317
H  4.80  1.32  -5.03  0.1201
H  4.98  0.16  -2.68  0.0846
H  4.79  -1.63  -3.16  0.0754
H  3.76  -0.37  -3.80  0.0783
C  -6.64  0.12  7.59  -0.0894
O  -5.39  0.75  7.41  -0.2108
C  -5.19  1.96  8.08  -0.2167
C  -3.71  2.30  8.19  -0.1799
O  -2.99  1.59  9.18  -0.1429
C  -2.68  0.22  8.96  -0.1806
C  -2.11  -0.29  10.25  -0.1767
O  -1.88  -1.70  10.07  -0.2175
C  -2.40  -2.49  11.12  -0.1130
H  -7.44  0.80  7.28  0.0930
H  -6.83  -0.22  8.62  0.0929
H  -6.64  -0.70  6.88  0.0701
H  -5.63  1.95  9.09  0.1327
H  -5.64  2.80  7.52  0.1295
H  -3.62  3.35  8.49  0.1270
H  -3.26  2.11  7.21  0.1239
H  -1.97  0.18  8.12  0.1249
H  -3.57  -0.34  8.66  0.1162
H  -2.80  -0.12  11.08  0.1260
H  -1.14  0.15  10.50  0.1307
H  -3.49  -2.39  11.15  0.0907
H  -1.92  -2.27  12.07  0.0890
H  -2.18  -3.53  10.88  0.0835
C  -0.30  -1.53  -5.18  -0.0781
O  -1.57  -2.04  -4.83  -0.1650
C  -2.17  -1.43  -3.72  -0.1956
C  -2.49  0.04  -3.92  -0.2036
O  -3.31  0.25  -5.04  -0.0992
C  -2.86  1.29  -5.87  -0.1876
C  -3.74  1.40  -7.10  -0.1831
O  -3.67  2.74  -7.59  -0.2079
C  -3.86  2.86  -8.98  -0.1141
H  0.23  -2.32  -5.72  0.0804
H  0.26  -1.24  -4.28  0.0613
H  -0.39  -0.63  -5.79  0.0838
H  -1.43  -1.52  -2.90  0.1014
H  -3.07  -1.96  -3.40  0.1316
H  -1.51  0.53  -4.01  0.0999
H  -2.92  0.54  -3.05  0.1358
H  -1.83  1.17  -6.24  0.1290
H  -2.92  2.23  -5.31  0.1006
H  -4.79  1.23  -6.82  0.1334
H  -3.48  0.68  -7.88  0.1264
H  -3.81  3.93  -9.17  0.0863
H  -4.86  2.49  -9.26  0.0896
H  -3.07  2.41  -9.59  0.0881
C  2.14  -4.51  -8.60  -0.1171
O  1.44  -4.09  -7.47  -0.1814
C  1.18  -5.10  -6.51  -0.1985
C  2.40  -5.49  -5.70  -0.1829
O  2.82  -4.52  -4.75  -0.1141
C  2.03  -4.49  -3.61  -0.2160
C  2.49  -3.35  -2.67  -0.2073
O  1.86  -3.55  -1.44  -0.1707
C  0.52  -3.10  -1.41  -0.0771
H  3.06  -5.07  -8.38  0.0796
H  2.49  -3.60  -9.10  0.0915
H  1.52  -5.06  -9.32  0.0896
H  0.72  -5.98  -6.96  0.1299
H  0.44  -4.64  -5.84  0.1095
H  3.25  -5.50  -6.39  0.1162
H  2.36  -6.50  -5.27  0.1315
H  2.18  -5.40  -2.99  0.1382
H  0.96  -4.42  -3.81  0.1103
H  2.22  -2.45  -3.24  0.1124
H  3.57  -3.40  -2.60  0.1202
H  0.17  -3.11  -0.38  0.0896
H  -0.09  -3.81  -1.97  0.0926
H  0.49  -2.10  -1.87  0.0569
C  -3.99  -6.88  6.36  -0.1191
O  -4.31  -5.52  6.47  -0.1776
C  -3.27  -4.79  7.08  -0.2090
C  -3.56  -3.32  6.96  -0.2110
O  -3.56  -2.93  5.62  -0.1214
C  -4.19  -1.67  5.41  -0.1709
C  -4.31  -1.49  3.91  -0.1984
O  -4.97  -0.29  3.59  -0.1795
C  -4.08  0.81  3.51  -0.0945
H  -3.76  -7.35  7.32  0.0873
H  -3.11  -7.01  5.70  0.0910
H  -4.80  -7.41  5.86  0.0871
H  -2.34  -5.09  6.58  0.1120
H  -3.24  -5.11  8.13  0.1301
H  -2.92  -2.73  7.63  0.1149
H  -4.56  -3.21  7.42  0.1361
H  -3.53  -0.95  5.90  0.1134
H  -5.22  -1.68  5.76  0.1135
H  -4.91  -2.31  3.50  0.1353
H  -3.36  -1.55  3.37  0.1297
H  -4.66  1.73  3.49  0.0886
H  -3.45  0.69  2.62  0.0867
H  -3.46  0.88  4.42  0.0685

Calculated values
orbital gap: 0.3509 Eh
highest occupied orbital energy: -9.207 eV